No. 1
Here is a cluster of 2 separate species, C8H16NO4P in total in a non-equilibrium geometry from the Open Molecules 2025 dataset. Energies are from ωB97M-V/def2-TZVPD.

The geometry in XYZ format:
```
30
C8H16NO4P (ωB97M-V/def2-TZVPD)
C 0.24678 1.46414 -0.65068
C -0.44313 0.60502 2.40628
C 2.06086 -0.83248 -1.42180
C -1.84410 2.47096 -1.64739
C -1.60822 0.09719 -1.10624
C 0.79011 -0.18473 1.96605
C 2.09741 -1.01035 0.07931
C 0.72755 -0.80832 0.64364
N -0.93207 1.32079 -1.23334
O 0.58713 -3.34907 1.36992
O -1.69775 -2.04581 1.10013
O 0.82997 2.54625 -0.63773
O -0.26337 -2.81198 -0.90599
P -0.32861 -2.44316 0.53415
H -1.41858 0.12067 2.39200
H -0.40618 0.81116 3.54239
H -0.71433 1.53285 1.73923
H 2.18975 0.14554 -1.77681
H 1.10236 -1.17219 -1.66986
H 2.76237 -1.40081 -1.90071
H -2.68858 2.58569 -1.04171
H -1.14402 3.31325 -1.56187
H -2.06889 2.43132 -2.73669
H -2.23479 0.01730 -0.23223
H -2.23671 0.12001 -1.92732
H -0.95004 -0.83916 -1.10345
H 1.62930 0.45258 2.15688
H 0.99697 -0.98166 2.79955
H 2.57846 -0.17108 0.57581
H 2.38034 -1.98392 0.24851
```

Output
LUMO (spin up / spin down), eV: 5.76 / 5.76
Maximum force, eV Å⁻¹: 4.37
Charge: -2
Frontier orbital gap (spin up / spin down), eV: 6.0 / 5.9

---

No. 2
Here is a cluster of 9 separate species, C3H21N2O8 in total in a non-equilibrium geometry from the Open Molecules 2025 dataset. Energies are from ωB97M-V/def2-TZVPD.

The geometry in XYZ format:
```
34
C3H21N2O8 (ωB97M-V/def2-TZVPD)
C 0.15919 -0.82241 1.90815
C -0.98238 -1.46236 1.45808
N -0.93357 -1.32381 0.10295
C 0.12215 -0.51770 -0.29171
N 0.83717 -0.15368 0.79576
H 0.41335 -0.88246 2.99914
H -1.71087 -2.11713 2.07407
H -1.63056 -1.79036 -0.59069
H 0.18017 -0.20886 -1.47477
H 1.79552 0.07112 0.79039
H -2.14619 2.54216 0.87493
H -1.35660 1.49938 0.38012
O -1.26920 2.31901 0.56141
H 1.89750 -3.49765 -0.90563
H 0.94620 -4.71498 -0.59961
O 0.95091 -3.74588 -0.84438
H -1.60897 -3.22831 -2.36668
H -2.60588 -4.05293 -1.76463
O -2.35016 -3.10731 -1.81868
H -0.92024 1.99494 -1.61604
H -1.83270 1.04438 -2.17865
O -0.93568 1.19672 -2.11189
H 3.62247 1.92749 2.26553
H 2.45203 2.58015 1.22362
O 2.96755 1.80462 1.51061
H 1.33851 4.52019 -0.26471
H 1.08031 4.71356 1.25388
O 1.74688 4.38235 0.60300
H 4.09790 -0.84370 0.05608
H 3.50764 0.53073 -0.03054
O 3.42964 -0.29089 -0.26437
H -4.07222 1.17130 -0.16567
H -3.81906 -0.20418 -0.89904
O -3.37080 0.66651 -0.67003
```

Output
LUMO, eV: -2.51
Maximum force, eV Å⁻¹: 9.51
Charge: +1
Frontier orbital gap, eV: 10.3

---

No. 3
Here is a cluster of 2 separate species, C6H8N2O2 in total in a non-equilibrium geometry from the Open Molecules 2025 dataset. Energies are from ωB97M-V/def2-TZVPD.

The geometry in XYZ format:
```
18
C6H8N2O2 (ωB97M-V/def2-TZVPD)
O -2.00087 -0.82479 -1.37862
C -0.81358 -0.85672 -0.87454
C -0.62860 -1.62323 0.24509
C 0.63183 -1.71221 0.72085
N 1.67048 -1.02628 -0.02460
C 1.35993 0.11720 -0.83970
O 2.24786 0.90408 -1.11656
N 0.08182 0.20728 -1.16923
H -1.53174 -2.01303 0.64019
H 0.98160 -2.26306 1.51438
H 2.59169 -0.81220 0.55052
H -0.26384 0.59936 -2.15985
C -0.29242 1.00979 0.75573
C -1.17816 1.98983 0.50186
H -0.33095 0.15020 0.17195
H 0.60649 1.42736 1.40199
H -2.07141 1.89811 -0.16386
H -1.06013 2.82832 1.22437
```

Output
SMILES: O=c1cc[nH]c(=O)[nH]1.C=C
LUMO, eV: -0.46
Maximum force, eV Å⁻¹: 11.20
Frontier orbital gap, eV: 8.4

---

No. 4
Here is an isolated molecule of C2H4P2S in a non-equilibrium geometry from the Open Molecules 2025 dataset. Energies are from ωB97M-V/def2-TZVPD.

The geometry in XYZ format:
```
9
C2H4P2S (ωB97M-V/def2-TZVPD)
C -0.11675 0.56714 0.08098
C -0.98867 -0.59039 -0.16575
P 1.65540 -0.12933 0.02222
P 3.32411 0.92467 -0.05719
S -0.03214 -2.10984 0.01238
H -0.23277 1.36905 -0.75192
H -0.25446 0.98198 1.10281
H -1.74916 -0.73636 0.77627
H -1.60555 -0.27690 -1.01979
```

Output
LUMO (spin up / spin down), eV: -0.85 / -2.54
Maximum force, eV Å⁻¹: 4.28
Spin multiplicity: 3
Frontier orbital gap (spin up / spin down), eV: 6.4 / 6.0

---

No. 5
Here is an isolated molecule of C3H4Cl3F in a non-equilibrium geometry from the Open Molecules 2025 dataset. Energies are from ωB97M-V/def2-TZVPD.

The geometry in XYZ format:
```
11
C3H4Cl3F (ωB97M-V/def2-TZVPD)
F 1.10823 -0.16152 -0.74536
C -0.05467 0.08179 -0.04738
Cl 0.18489 -0.63415 1.67083
C -1.16162 -0.70980 -0.70744
Cl -0.66938 -2.29649 -1.36195
C -0.49464 1.47653 0.10067
Cl 0.83015 2.57951 0.40755
H -1.98932 -0.79647 0.00338
H -1.52772 -0.19023 -1.60045
H -1.21877 1.48471 0.93668
H -0.84894 1.83373 -0.88594
```

Output
SMILES: FC(Cl)(CCl)CCl
LUMO, eV: 0.60
Maximum force, eV Å⁻¹: 3.15
Frontier orbital gap, eV: 11.8

---

No. 6
Here is a structure of composition C3H8ClNO2S in a non-equilibrium geometry from the Open Molecules 2025 dataset. Energies are from ωB97M-V/def2-TZVPD.

The geometry in XYZ format:
```
16
C3H8ClNO2S (ωB97M-V/def2-TZVPD)
C -0.21158 0.37293 2.32867
C 0.97958 0.03575 -1.85184
C -0.32543 0.65378 0.76654
N -0.64798 -0.51721 0.16926
O -0.97391 -1.65794 -2.04805
O -1.54067 0.75657 -1.69113
S -0.72597 -0.40726 -1.48370
Cl 0.67810 -2.32800 0.54979
H 0.54277 -0.33795 2.68968
H -0.08961 1.21303 3.01594
H -1.12399 -0.09872 2.79160
H 1.60170 -0.72057 -1.53811
H 1.18914 -0.11252 -2.93959
H 1.22648 0.92714 -1.47050
H -1.19026 1.17222 0.45246
H 0.61163 1.04874 0.25898
```

Output
LUMO (spin up / spin down), eV: 0.68 / -3.51
Maximum force, eV Å⁻¹: 4.49
Spin multiplicity: 3
Frontier orbital gap (spin up / spin down), eV: 10.2 / 7.2

---

No. 7
Here is a structure of composition C10H20F6MgO10S2 in a non-equilibrium geometry from the Open Molecules 2025 dataset. Energies are from ωB97M-V/def2-TZVPD.

The geometry in XYZ format:
```
49
C10H20F6MgO10S2 (ωB97M-V/def2-TZVPD)
Mg -0.14834 -0.04872 -0.02616
C 0.99290 -3.70738 -2.59067
F 1.30530 -4.73695 -1.73539
F 1.52372 -3.92922 -3.77414
F -0.32347 -3.60127 -2.70723
S 1.63663 -1.99272 -2.01948
O 1.75877 -1.12459 -3.21349
O 0.62509 -1.37300 -1.15836
O 2.86833 -2.24247 -1.34020
C 2.65636 3.41394 1.09497
F 3.88431 3.95915 0.98752
F 2.36168 3.19570 2.36290
F 1.71454 4.17285 0.50055
S 2.67115 1.72957 0.01783
O 1.37051 1.06469 0.19195
O 2.92469 2.12021 -1.36015
O 3.76317 0.89402 0.55094
C -0.17219 1.64826 -2.55228
O -0.82464 1.27627 -1.34318
C -1.36147 2.43130 -0.70830
C -1.99162 1.94998 0.62322
O -0.99826 1.14819 1.23863
C -0.63864 1.53783 2.49881
H 0.62398 2.37741 -2.40210
H -0.86937 2.22022 -3.16457
H 0.25114 0.77537 -3.04922
H -2.17416 2.85730 -1.29666
H -0.62387 3.22963 -0.62643
H -2.92995 1.46181 0.35990
H -2.16504 2.87913 1.16608
H -1.49964 1.73962 3.13603
H -0.06792 2.46595 2.52996
H 0.00464 0.85322 3.05162
C -2.86119 -1.26341 -0.94025
O -1.81628 -1.01994 0.00769
C -2.15097 -1.77017 1.20237
C -0.78727 -2.32898 1.57443
O 0.27001 -1.29472 1.50638
C 1.57133 -1.76545 2.01894
H -2.74001 -0.75758 -1.89814
H -3.82963 -0.90355 -0.59280
H -2.91528 -2.33420 -1.13669
H -2.80473 -2.63490 1.08861
H -2.51490 -1.03258 1.91765
H -0.51946 -3.11091 0.86383
H -0.79482 -2.83583 2.53937
H 1.92090 -2.66587 1.51381
H 1.45282 -1.90198 3.09385
H 2.37115 -1.02522 1.99805
```

Output
LUMO (spin up / spin down), eV: -2.59 / -9.52
Maximum force, eV Å⁻¹: 6.18
Charge: +1
Spin multiplicity: 2
Frontier orbital gap (spin up / spin down), eV: 9.8 / 2.8